--- a ---
The molecule C4H8N2OS, computed with ωB97M-V/def2-TZVPD.

Last column: Mulliken charge in e.
Geometry (Å):
C (0.00, -2.50, -2.65)  -0.748
S (1.09, -1.88, -1.36)  -0.059
N (0.07, -0.51, -0.83)  -0.286
C (0.41, -0.10, 0.33)  -0.036
N (-0.12, 1.04, 0.97)  0.088
C (0.41, 1.41, 2.31)  -0.979
C (-1.05, 1.93, 0.44)  0.047
O (-1.52, 1.83, -0.64)  -0.461
H (-0.69, -3.14, -2.14)  0.268
H (0.56, -3.08, -3.36)  0.306
H (-0.60, -1.72, -3.15)  0.265
H (1.10, -0.64, 0.95)  0.293
H (0.69, 0.55, 2.94)  0.338
H (-0.35, 1.94, 2.79)  0.359
H (1.24, 2.14, 2.26)  0.315
H (-1.25, 2.74, 1.14)  0.290

SMILES   CS/N=C/N(C)C=O
2S+1   1
Frontier orbital gap   8.80 eV

=====

--- b ---
A cluster of 2 separate species, C4H8N2OS in total, computed with ωB97M-V/def2-TZVPD.

Last column: Mulliken charge in e.
Geometry (Å):
C (-1.16, 2.44, 1.52)  0.765
C (-1.26, -0.10, 1.11)  -0.485
C (1.05, -0.24, 1.12)  -0.774
C (-0.14, -0.76, -1.03)  -0.705
N (-2.06, 2.94, 0.88)  -0.564
N (-0.16, -0.47, 0.41)  0.252
O (-0.37, 2.19, 2.34)  -0.423
S (-2.80, -0.41, 0.37)  -0.252
H (1.56, -1.12, 1.56)  0.286
H (1.67, 0.39, 0.39)  0.322
H (0.83, 0.38, 2.00)  0.296
H (0.76, -0.31, -1.42)  0.292
H (-0.02, -1.86, -1.11)  0.307
H (-1.21, -0.55, -1.26)  0.203
H (-3.36, 0.11, 1.46)  0.188
H (-2.71, 2.47, 0.28)  0.294

2S+1   1
Frontier orbital gap   8.97 eV

=====

Which one sits at the top of the stability order? a does.

=====

--- a ---
The molecule C4H8N2OS, computed with ωB97M-V/def2-TZVPD.

Last column: Mulliken charge in e.
Geometry (Å):
N (-2.80, -0.41, -0.12)  -0.428
C (-1.53, -0.22, 0.31)  0.046
N (-0.51, -0.35, -0.44)  -0.690
C (0.75, -0.24, 0.25)  0.583
C (1.51, -1.55, 0.02)  -0.238
O (2.72, -1.62, -0.01)  -0.481
C (1.53, 0.92, -0.30)  -0.834
S (0.85, 2.53, 0.07)  -0.226
H (-2.93, -0.45, -1.16)  0.263
H (-3.55, 0.09, 0.35)  0.259
H (-1.52, -0.05, 1.39)  0.316
H (0.73, -0.19, 1.35)  0.288
H (0.86, -2.46, 0.06)  0.315
H (2.52, 0.92, 0.16)  0.370
H (1.68, 0.78, -1.39)  0.360
H (-0.32, 2.30, -0.56)  0.096

SMILES   N/C=N/[C@@H](C=O)CS
2S+1   1
Frontier orbital gap   9.71 eV

=====

--- b ---
The molecule C4H8N2OS, computed with ωB97M-V/def2-TZVPD.

Last column: Mulliken charge in e.
Geometry (Å):
N (3.06, -0.91, -0.07)  -0.507
C (1.87, -0.19, 0.09)  0.755
N (1.98, 1.17, -0.09)  -0.349
C (0.65, -0.86, 0.22)  -0.751
C (-0.63, -0.29, 0.06)  0.457
S (-0.95, 1.38, 0.02)  -0.534
C (-1.90, -1.22, 0.07)  -0.330
O (-3.05, -0.48, -0.25)  -0.510
H (3.64, -0.62, -0.81)  0.242
H (2.96, -1.92, -0.07)  0.229
H (1.11, 1.63, 0.06)  0.087
H (2.81, 1.59, 0.27)  0.285
H (0.69, -1.97, 0.17)  0.116
H (-1.81, -2.03, -0.75)  0.278
H (-2.01, -1.62, 1.09)  0.255
H (-3.08, 0.33, 0.27)  0.277

SMILES   NC(N)=CC(=S)CO
2S+1   1
Frontier orbital gap   8.23 eV

=====

Which one sits at the top of the stability order? b does.

=====

--- a ---
A structure of composition C4H8N2OS, computed with ωB97M-V/def2-TZVPD.

Last column: Mulliken charge in e.
Geometry (Å):
C (-0.30, -0.25, -0.53)  0.661
C (1.43, -0.63, -2.04)  -0.373
C (-1.75, -0.69, -0.04)  -0.913
C (0.75, 1.31, 1.13)  -0.715
N (0.08, -0.86, -1.60)  -0.627
N (0.20, 0.96, -0.10)  -0.421
O (3.00, 1.17, -1.06)  -0.494
S (1.74, 1.15, -1.75)  0.496
H (2.02, -1.03, -1.28)  0.290
H (1.59, -1.04, -3.03)  0.353
H (-1.48, -0.94, 1.09)  0.208
H (-1.88, -1.60, -0.58)  0.330
H (-2.59, 0.04, -0.04)  0.291
H (1.07, 0.41, 1.63)  0.322
H (1.65, 1.90, 0.99)  0.319
H (0.06, 1.85, 1.82)  0.273

2S+1   1
Frontier orbital gap (alpha / beta)   8.42 / 8.42 eV

=====

--- b ---
The molecule C4H8N2OS, computed with ωB97M-V/def2-TZVPD.

Last column: Mulliken charge in e.
Geometry (Å):
N (-1.03, 0.47, 2.21)  -0.473
C (0.35, 0.12, 1.94)  -0.905
C (0.60, -0.12, 0.45)  1.031
O (1.96, -0.55, 0.28)  -0.620
C (-0.33, -1.16, -0.05)  -0.357
N (-1.00, -0.99, -1.12)  -0.495
S (-0.55, 0.42, -1.95)  -0.063
C (0.33, 1.16, -0.44)  -0.840
H (-1.22, 1.44, 2.04)  0.183
H (-1.29, 0.15, 3.19)  0.232
H (1.07, 0.82, 2.32)  0.334
H (0.57, -0.89, 2.40)  0.381
H (2.04, -1.59, 0.18)  0.405
H (-0.54, -1.96, 0.59)  0.484
H (-0.35, 1.94, -0.06)  0.338
H (1.37, 1.52, -0.73)  0.367

SMILES   NC[C@@]1(O)C=NSC1
2S+1   1
Frontier orbital gap   9.16 eV

=====

--- c ---
The molecule C4H8N2OS, computed with ωB97M-V/def2-TZVPD.

Last column: Mulliken charge in e.
Geometry (Å):
C (-3.46, -0.94, 0.25)  -0.750
N (-2.82, 0.35, -0.05)  -0.536
N (-1.46, 0.23, -0.20)  -0.138
C (-0.72, 1.24, 0.06)  -0.111
C (0.76, 1.19, -0.21)  -0.615
C (1.47, -0.16, -0.10)  0.247
O (0.74, -1.23, -0.37)  -0.534
S (3.06, -0.26, 0.25)  -0.306
H (-3.22, -1.61, -0.56)  0.267
H (-4.55, -0.77, 0.21)  0.325
H (-3.15, -1.37, 1.21)  0.293
H (-3.10, 1.08, 0.61)  0.273
H (-1.16, 2.16, 0.41)  0.377
H (1.27, 1.90, 0.49)  0.334
H (0.95, 1.56, -1.19)  0.272
H (-0.22, -0.98, -0.47)  0.605

SMILES   CN/N=C/CC(O)=S
2S+1   1
Frontier orbital gap   9.04 eV

=====

Which one sits at the top of the stability order? b does.

=====

--- a ---
A structure of composition C5H13NO2, computed with ωB97M-V/def2-TZVPD.

Last column: Mulliken charge in e.
Geometry (Å):
C (0.09, -1.18, -0.69)  1.298
C (0.26, 0.58, -1.01)  -0.295
C (0.62, -1.53, 0.64)  -1.285
C (-1.19, -1.82, -1.15)  -1.369
C (1.36, 1.54, -0.62)  -1.179
N (-0.60, 1.87, 2.00)  -0.451
O (-1.14, 0.73, 1.34)  -0.602
O (0.86, -0.61, -1.65)  -0.465
H (-1.38, 2.53, 2.10)  0.198
H (-0.37, 1.57, 2.95)  0.218
H (-0.46, 0.99, -1.72)  0.441
H (-0.60, 0.69, 0.20)  0.305
H (0.03, -0.88, 1.34)  0.355
H (-1.61, -1.27, -1.99)  0.378
H (0.44, -2.58, 0.88)  0.417
H (1.67, -1.28, 0.75)  0.337
H (-0.96, -2.83, -1.49)  0.372
H (-1.91, -1.87, -0.34)  0.317
H (2.07, 1.06, 0.05)  0.253
H (0.93, 2.39, -0.08)  0.435
H (1.88, 1.90, -1.51)  0.324

2S+1   1
Frontier orbital gap   8.97 eV

=====

--- b ---
A cluster of 2 separate species, C5H13NO2 in total, computed with ωB97M-V/def2-TZVPD.

Last column: Mulliken charge in e.
Geometry (Å):
C (-1.02, -1.71, -2.43)  -1.076
C (-0.97, -1.17, -0.99)  -0.390
N (-0.69, 0.26, -1.01)  -0.338
C (-1.02, 1.05, 0.18)  0.333
C (-0.65, 2.49, -0.03)  -1.530
C (-0.38, 0.47, 1.43)  -0.027
O (0.38, 1.08, 2.16)  -0.501
H (-2.05, -1.64, -2.79)  0.280
H (-0.35, -1.13, -3.05)  0.302
H (-0.66, -2.74, -2.51)  0.332
H (-1.96, -1.28, -0.54)  0.317
H (-0.26, -1.74, -0.39)  0.278
H (0.26, 0.49, -1.32)  0.277
H (-2.10, 0.93, 0.33)  0.233
H (0.43, 2.65, -0.07)  0.341
H (-1.04, 3.13, 0.76)  0.375
H (-1.03, 2.86, -0.98)  0.419
H (-0.62, -0.58, 1.65)  0.374
O (4.44, -1.52, 3.15)  -0.643
H (4.05, -0.80, 3.67)  0.323
H (5.24, -1.11, 2.77)  0.319

SMILES   CCN[C@H](C)C=O.O
2S+1   1
Frontier orbital gap   9.53 eV

=====

--- c ---
A cluster of 3 separate species, C5H13NO2 in total, computed with ωB97M-V/def2-TZVPD.

Last column: Mulliken charge in e.
Geometry (Å):
C (0.93, -3.16, 0.87)  -0.768
C (1.61, -2.05, 0.64)  0.110
C (2.25, -1.60, -0.62)  -0.801
N (1.54, -0.46, -1.23)  -0.250
C (0.64, -0.73, -2.25)  0.318
C (-0.47, -0.04, -2.46)  -0.989
H (0.61, -3.30, 1.90)  0.233
H (0.61, -3.90, 0.16)  0.279
H (1.95, -1.51, 1.52)  0.289
H (3.26, -1.23, -0.39)  0.242
H (2.39, -2.40, -1.34)  0.430
H (1.25, 0.22, -0.55)  0.221
H (0.81, -1.61, -2.86)  0.250
H (-0.81, 0.81, -1.87)  0.186
H (-1.17, -0.13, -3.28)  0.253
O (-2.72, 6.23, 1.26)  -0.644
H (-3.64, 6.47, 1.10)  0.322
H (-2.19, 6.79, 0.70)  0.321
O (-2.14, -0.25, 2.70)  -0.639
H (-1.39, 0.33, 2.58)  0.316
H (-3.00, 0.21, 2.80)  0.320

SMILES   C=CCNC=C.O.O
2S+1   1
Frontier orbital gap   8.61 eV

=====

Which one sits at the top of the stability order? b does.

=====

--- a ---
A cluster of 2 separate species, C5H13NO2 in total, computed with ωB97M-V/def2-TZVPD.

Last column: Mulliken charge in e.
Geometry (Å):
O (0.48, 2.06, -2.25)  -0.540
C (-0.32, 1.53, -1.16)  -0.532
C (0.51, 0.69, -0.20)  -0.421
C (0.75, -0.73, -0.78)  -0.635
C (0.56, -1.66, 0.42)  -0.619
C (0.54, -0.75, 1.66)  -0.633
N (-0.10, 0.49, 1.17)  -0.566
H (1.25, 1.51, -2.17)  0.327
H (-1.13, 1.02, -1.68)  0.330
H (-0.75, 2.29, -0.49)  0.310
H (1.55, 0.98, -0.02)  0.591
H (1.72, -0.86, -1.25)  0.467
H (0.01, -1.00, -1.53)  0.283
H (-0.45, -2.08, 0.32)  0.254
H (1.19, -2.53, 0.63)  0.398
H (-0.01, -1.17, 2.50)  0.332
H (1.59, -0.55, 1.93)  0.366
H (0.06, 1.30, 1.76)  0.243
O (-2.47, -0.38, 0.05)  -0.651
H (-3.27, -0.09, 0.48)  0.279
H (-1.72, -0.05, 0.63)  0.418

SMILES   OC[C@@H]1CCCN1.O
2S+1   1
Frontier orbital gap   10.52 eV

=====

--- b ---
A cluster of 2 separate species, C5H13NO2 in total, computed with ωB97M-V/def2-TZVPD.

Last column: Mulliken charge in e.
Geometry (Å):
C (1.92, 2.77, -0.27)  -0.805
C (1.84, 1.50, 0.09)  -0.193
C (1.16, 1.01, 1.28)  -0.724
C (-0.33, 0.55, 0.94)  0.106
N (-1.24, 1.46, 1.62)  -0.604
C (-0.65, -0.99, 1.14)  -0.468
O (-1.39, -1.43, 0.03)  -0.540
H (2.48, 3.27, -1.06)  0.285
H (1.41, 3.54, 0.35)  0.202
H (2.48, 0.83, -0.50)  0.320
H (0.90, 1.87, 1.95)  0.308
H (1.71, 0.24, 1.84)  0.405
H (-0.50, 0.76, -0.12)  0.449
H (-2.11, 1.66, 1.14)  0.221
H (-1.49, 1.26, 2.58)  0.200
H (0.20, -1.68, 1.23)  0.314
H (-1.21, -1.10, 2.10)  0.234
H (-2.23, -0.97, -0.05)  0.291
O (-0.99, -5.22, -4.84)  -0.639
H (-0.31, -4.74, -4.36)  0.321
H (-1.65, -4.57, -5.10)  0.319

SMILES   C=CC[C@H](N)CO.O
2S+1   1
Frontier orbital gap   9.72 eV

=====

Which one sits at the top of the stability order? a does.

=====

--- a ---
A structure of composition C5H13NO2, computed with ωB97M-V/def2-TZVPD.

Last column: Mulliken charge in e.
Geometry (Å):
C (-0.91, 1.82, 0.43)  -0.824
O (-0.09, -0.62, 2.82)  -0.692
C (-0.85, 0.33, 0.45)  -0.234
C (0.50, -0.21, 0.02)  -0.892
C (0.37, -1.74, -0.06)  -0.417
C (0.16, -1.79, -2.00)  -0.287
N (-0.63, -2.36, -1.14)  -0.558
H (-0.21, 2.14, 1.24)  0.340
H (-1.86, 2.31, 0.63)  0.342
H (-0.32, 2.30, -0.53)  0.268
H (-1.75, -0.14, 0.00)  0.484
H (-0.85, 0.11, 1.62)  0.220
H (1.12, -0.06, 0.93)  0.324
H (0.95, 0.27, -0.82)  0.718
H (-0.15, -2.02, 0.85)  0.238
H (1.31, -2.33, -0.09)  0.497
H (-0.17, -0.84, -2.42)  0.317
H (1.02, -2.38, -2.32)  0.367
H (0.99, 3.23, -1.66)  0.263
H (0.50, -0.30, 3.52)  0.221
O (0.87, 2.29, -1.48)  -0.696

2S+1   1
Frontier orbital gap   3.69 eV

=====

--- b ---
A cluster of 2 separate species, C5H13NO2 in total, computed with ωB97M-V/def2-TZVPD.

Last column: Mulliken charge in e.
Geometry (Å):
C (1.08, 2.08, -1.51)  -1.061
C (-0.24, 1.89, -0.81)  -0.714
N (-0.59, 0.56, -0.30)  0.063
C (-1.81, -0.05, -0.80)  -1.087
C (0.01, -0.03, 0.75)  0.789
C (1.30, 0.59, 1.28)  -1.168
O (-0.30, -1.13, 1.19)  -0.664
H (1.81, 2.67, -0.96)  0.290
H (1.58, 1.10, -1.54)  0.335
H (0.94, 2.36, -2.55)  0.315
H (-1.11, 2.20, -1.40)  0.468
H (-0.44, 2.57, 0.04)  0.461
H (-2.15, -0.85, -0.14)  0.370
H (-1.59, -0.69, -1.69)  0.302
H (-2.53, 0.72, -1.04)  0.366
H (1.43, 0.29, 2.33)  0.344
H (2.21, 0.26, 0.79)  0.254
H (1.28, 1.68, 1.38)  0.335
O (-0.36, -5.76, 1.62)  -0.636
H (-1.04, -5.13, 1.76)  0.317
H (0.52, -5.35, 1.60)  0.320

SMILES   CCN(C)C(C)=O.O
2S+1   1
Frontier orbital gap   10.05 eV

=====

--- c ---
A structure of composition C5H13NO2, computed with ωB97M-V/def2-TZVPD.

Last column: Mulliken charge in e.
Geometry (Å):
N (-0.19, -0.49, 1.71)  -0.720
C (0.37, -0.02, 0.53)  0.719
C (-0.52, 0.67, -0.38)  -0.790
C (3.95, 0.04, -0.73)  -1.284
C (2.52, 0.33, -0.55)  0.194
C (1.76, -0.20, 0.41)  -0.437
H (-0.80, 0.25, 2.06)  0.375
H (-0.89, -1.20, 1.45)  0.389
H (-0.34, 1.75, -0.41)  0.429
H (-1.54, 0.44, -0.07)  -0.298
H (4.36, 0.36, -1.65)  0.396
H (4.54, 0.68, -0.10)  0.345
H (4.17, -1.01, -0.55)  0.333
H (2.00, 0.86, -1.35)  0.350
H (2.23, -0.68, 1.26)  0.408
H (-3.39, -1.28, -1.71)  0.212
H (-4.28, 0.43, 0.91)  0.204
O (-3.43, 0.64, 0.51)  -0.912
H (-3.05, -0.12, -0.40)  0.436
H (-0.44, 0.30, -1.39)  0.487
O (-2.69, -0.92, -1.17)  -0.834

2S+1   1
Frontier orbital gap   4.71 eV

=====

Which one sits at the top of the stability order? b does.